# C2H7NO2S2

An isolated molecule of C2H7NO2S2 at a distorted geometry (ωB97M-V with the def2-TZVPD basis set, OMol25).

Results
HOMO level = -9.30 eV
energy relative to the best compared isomer or geometry (same formula, charge and spin) = 388.22 kJ/mol
SMILES string = CO[S@@](=N)(=O)SC
LUMO = -0.4 eV
gap between HOMO and LUMO = 8.9 eV

CARTESIAN COORDINATES (ANGSTROEM)
C  0.34  -1.66  0.84
O  0.40  -0.38  1.50
S  0.79  0.85  0.47
N  1.59  1.84  1.26
O  1.33  0.23  -0.69
S  -1.46  1.22  -0.12
C  -1.39  0.50  -1.78
H  -0.67  -1.97  0.81
H  0.88  -2.20  1.69
H  0.95  -1.53  -0.07
H  1.16  1.96  2.25
H  -1.40  1.35  -2.50
H  -2.21  -0.23  -1.99
H  -0.31  0.01  -1.68